50
Properties=species:S:1:pos:R:3 method="wB97M-V/def2-TZVPD" charge=0 gap_ev=8.09 max_force_ev_per_a=1.39 total_energy_ev=-33100.21190 homo_energy_ev=-7.4725 smiles="CCOC(=O)Cn1nnnc1CN1CCN(c2ccc(OC)cc2)CC1" de_lowest_kcal_mol=78.0
C -5.0830 -2.4141 1.6948
C -3.9496 -2.3795 0.6875
H -2.9819 -2.5582 1.1691
H -4.0821 -3.1314 -0.0975
O -3.9275 -1.0828 0.0811
C -3.2257 -0.9476 -1.0358
O -2.6027 -1.8232 -1.5714
C -3.3832 0.4508 -1.6232
N -3.6371 1.4578 -0.6403
C -3.0283 1.7469 0.5390
N -3.6274 2.7995 1.0467
N -4.5825 3.1412 0.1929
N -4.6059 2.3677 -0.8053
C -1.9289 0.9795 1.1725
N -1.0944 0.3273 0.1832
C -0.2588 -0.7148 0.7578
C 0.4901 -1.4443 -0.3639
N 1.3277 -0.5231 -1.1023
C 2.6207 -0.2612 -0.6476
C 3.1742 1.0172 -0.6041
C 4.4882 1.2304 -0.2175
C 5.2949 0.1651 0.1508
C 4.7568 -1.1209 0.1034
C 3.4566 -1.3285 -0.2930
H 3.0894 -2.3412 -0.3493
H 5.3890 -1.9517 0.3743
O 6.5978 0.2595 0.5587
C 7.1885 1.5330 0.6029
H 6.6751 2.1925 1.3111
H 7.2040 2.0054 -0.3853
H 8.2117 1.3731 0.9398
H 4.8601 2.2432 -0.2045
H 2.5899 1.8839 -0.8711
C 0.5094 0.5402 -1.6340
C -0.2554 1.2805 -0.5301
H -0.8844 2.0629 -0.9631
H 0.4582 1.7624 0.1607
H 1.1192 1.2315 -2.2151
H -0.2150 0.0699 -2.3084
H 1.0853 -2.2467 0.0661
H -0.2417 -1.8732 -1.0551
H -0.8966 -1.4227 1.2919
H 0.4722 -0.2959 1.4729
H -2.3831 0.2117 1.8089
H -1.3684 1.6661 1.8300
H -2.4859 0.6830 -2.2037
H -4.2453 0.4472 -2.2996
H -6.0330 -2.2411 1.1968
H -5.1086 -3.3847 2.1812
H -4.9425 -1.6424 2.4471

---

15
Properties=species:S:1:pos:R:3 method="wB97M-V/def2-TZVPD" charge=0 gap_ev=8.92 max_force_ev_per_a=3.67 total_energy_ev=-30598.12962 homo_energy_ev=-8.0613 de_lowest_kcal_mol=26.7
C 4.0384 -0.5138 0.1590
C 0.5992 1.3159 0.2102
C -1.8127 1.1837 -0.1377
C -2.9662 0.5587 -0.2379
H 4.5835 -0.0536 -0.7214
H 4.3767 -1.5290 0.1582
H 4.2190 0.0311 1.0215
H 0.4868 2.3947 0.3787
H -0.4994 -0.3845 0.1461
H -1.6892 2.2733 -0.1685
H -3.8955 0.9922 -0.4578
N 1.8028 0.9603 0.1404
N -0.5553 0.5908 0.0063
S 2.2630 -0.6702 -0.2364
Cl -3.0397 -1.1250 0.1433

---

67
Properties=species:S:1:pos:R:3 method="wB97M-V/def2-TZVPD" charge=0 gap_ev=9.61 max_force_ev_per_a=1.24 total_energy_ev=-43309.52081 homo_energy_ev=-9.5231 smiles="NC(N)=O.NC(N)=O.NC(N)=O.NC(N)=O.NC(N)=O.CCO.CCO.CCO" de_lowest_kcal_mol=5.6
C -0.2673 1.3406 0.5783
C -0.4477 -0.1365 0.2855
O 0.1872 -0.5331 -0.9142
H -0.8166 1.6361 1.4757
H -0.6571 1.9909 -0.2119
H 0.7845 1.5785 0.7289
H -1.4735 -0.5049 0.3946
H 0.0939 -0.6387 1.0902
H -0.2813 -0.1725 -1.6852
C 0.2505 4.5000 1.7839
C -0.2361 4.5894 3.2209
O -0.6589 3.3086 3.6609
H 0.3750 5.5447 1.4874
H -0.4631 3.9587 1.1663
H 1.2031 3.9901 1.6346
H -1.0145 5.3619 3.2576
H 0.5653 4.9933 3.8521
H -0.8324 3.3522 4.6068
C -3.4669 1.6213 -1.8595
C -4.2187 1.2313 -0.5995
O -5.0088 0.0814 -0.8296
H -4.1591 1.8856 -2.6607
H -2.8977 0.7987 -2.3060
H -2.7520 2.4118 -1.6316
H -4.8388 2.0935 -0.3228
H -3.5204 1.1479 0.2402
H -4.9590 -0.4949 -0.0637
C 3.7299 0.5852 -0.5528
O 4.8542 1.0089 -0.3411
N 3.2465 -0.5658 -0.0122
N 2.8387 1.1752 -1.4017
H 3.6683 -0.9658 0.8063
H 2.2925 -0.8457 -0.1673
H 1.9542 0.7448 -1.6152
H 3.1425 1.9945 -1.8928
C 1.2138 -3.3444 1.9320
O 1.5121 -2.2137 2.3018
N -0.0846 -3.7512 1.8048
N 2.1301 -4.2857 1.5757
H -0.7768 -3.0302 1.8953
H -0.3063 -4.6441 1.4046
H 3.0802 -4.0622 1.8172
H 1.8808 -5.2558 1.4985
C 0.7691 -3.8298 -2.8578
O 0.7877 -5.0262 -3.1026
N 1.6488 -3.2395 -1.9823
N -0.1478 -2.9652 -3.3760
H 1.3189 -2.4137 -1.5084
H 2.2163 -3.9030 -1.4859
H -0.1160 -1.9786 -3.1807
H -0.7955 -3.3187 -4.0542
C 0.0021 0.6179 -4.6568
O -0.0657 0.1843 -3.5132
N -0.9791 0.3572 -5.5743
N 1.0087 1.4100 -5.1196
H -0.8623 0.6037 -6.5378
H -1.6845 -0.2614 -5.2182
H 0.8181 2.0204 -5.8945
H 1.7155 1.7109 -4.4727
C -0.3707 -0.7297 5.0431
O -0.9511 -0.2368 5.9969
N 0.3564 -1.8893 5.1233
N -0.2873 -0.1373 3.8129
H 0.4108 -2.3813 5.9935
H 0.8780 -2.2024 4.3200
H -0.7940 0.7231 3.7099
H 0.2580 -0.5943 3.1033

---

15
Properties=species:S:1:pos:R:3 method="wB97M-V/def2-TZVPD" charge=0 gap_ev=10.62 max_force_ev_per_a=2.95 total_energy_ev=-6252.83461 homo_energy_ev=-9.4966 smiles=C[C@H](N)CN de_lowest_kcal_mol=13.7
C 1.4440 -0.7323 -0.6015
C 0.4609 0.0436 0.2741
C -0.6923 0.3326 -0.6032
H 2.3950 -0.8405 -0.0446
H 1.1064 -1.7563 -0.8635
H 1.7692 -0.2467 -1.6285
H 0.8828 0.9647 0.6262
H 0.7618 -1.0888 1.8731
H -0.6946 -0.3091 1.8415
H -1.0905 -0.5761 -1.1304
H -0.4490 0.9702 -1.4348
H -2.5873 1.2485 -0.3686
H -1.4858 1.9075 0.4861
N -0.0411 -0.8924 1.3299
N -1.7796 0.9752 0.2442

---

98
Properties=species:S:1:pos:R:3 method="wB97M-V/def2-TZVPD" charge=0 gap_ev=7.83 max_force_ev_per_a=1.97 total_energy_ev=-179717.17222 homo_energy_ev=-8.2971
C -0.4311 -2.7899 2.4705
C 0.1271 -3.8429 1.4999
O 1.4518 -4.3154 1.7996
B 2.4931 -3.4831 1.4978
O 3.7032 -3.7332 2.1392
C 2.4788 -2.2898 0.4413
C 2.6868 -2.4693 -0.9314
C 2.9523 -3.8616 -1.5176
C 1.6650 -4.7105 -1.5395
C 0.6478 -4.1995 -2.5967
S -0.8900 -3.6857 -1.8024
C -1.5032 -2.3068 -2.7186
S -0.9159 -2.0128 -4.2148
N -2.4927 -1.4295 -2.1862
C -3.7526 -2.0624 -1.8496
C -3.9209 -3.1449 -1.0020
C -5.1875 -3.6190 -0.7535
C -6.2979 -3.0457 -1.3293
C -6.1472 -1.9486 -2.1601
C -4.8729 -1.4889 -2.4106
C -1.9543 -0.5701 -1.1602
C -2.4436 -0.5107 0.1276
C -1.9176 0.3543 1.0656
C -0.8811 1.2039 0.7334
C -0.3750 1.1265 -0.5505
C -0.8939 0.2716 -1.4873
C 2.6761 -1.3900 -1.8243
N 2.9201 -1.5295 -3.2258
C 2.4148 -0.0809 -1.3726
C 2.3526 1.0976 -2.3304
C 3.3146 2.2544 -2.0086
C 2.2225 0.0620 -0.0285
C 2.2721 -1.0081 0.8779
C 2.0721 -0.4846 2.2753
O 1.9034 -1.0520 3.3288
N 2.1761 0.9226 2.1182
Br 1.2989 1.8761 3.4583
C 1.9286 1.3085 0.7794
O 1.5430 2.4093 0.4622
H -1.4792 -3.0068 2.7200
H 0.1046 -2.7629 3.4234
H -0.4499 -1.7922 2.0152
H 0.0032 -3.4698 0.4792
H -0.5278 -4.7216 1.5786
H 3.6362 -3.5128 3.0761
H 3.4286 -3.8103 -2.4983
H 3.6640 -4.3892 -0.8628
H 1.1742 -4.7387 -0.5629
H 1.9625 -5.7449 -1.7562
H 1.1148 -3.3787 -3.1487
H 0.4756 -4.9883 -3.3375
H -3.0686 -3.6070 -0.5112
H -5.3666 -4.4703 -0.1004
H -7.2997 -3.4156 -1.1250
H -6.9683 -1.4273 -2.6352
H -4.7434 -0.6266 -3.0515
H -3.2646 -1.1426 0.4547
H -2.3428 0.3962 2.0654
H -0.4619 1.9154 1.4402
H 0.4398 1.8058 -0.7970
H -0.4740 0.2563 -2.4904
H 3.9097 -1.3744 -3.3998
H 2.6735 -2.4429 -3.5770
H 2.6237 0.7274 -3.3237
H 1.3021 1.4079 -2.4113
H 3.0138 3.1121 -2.6246
H 3.2913 2.5899 -0.9712
H 4.3553 2.0212 -2.2626
C 1.0572 5.6390 3.0533
S 0.9651 5.6871 4.8490
O 0.1024 4.5515 5.2790
C -0.0292 7.1838 4.9382
H 1.6106 4.7485 2.7625
H 0.0515 5.5970 2.6339
H 1.5810 6.5254 2.6945
H -0.9628 7.0394 4.3936
H 0.5320 8.0163 4.5137
H -0.2451 7.3875 5.9853
C -6.4241 3.2506 -2.9744
S -6.7970 1.5889 -2.3991
O -6.3671 0.6456 -3.4671
C -8.5854 1.7447 -2.5144
H -5.3422 3.3595 -3.0181
H -6.8476 3.4007 -3.9677
H -6.8350 3.9771 -2.2731
H -8.8689 1.9929 -3.5375
H -8.9263 2.5199 -1.8281
H -9.0289 0.7912 -2.2336
C 5.7676 1.3205 1.8556
S 5.9735 2.6802 3.0172
O 6.2719 3.8993 2.2227
C 7.5293 2.0977 3.7088
H 4.8621 1.5008 1.2791
H 6.6262 1.2755 1.1847
H 5.6674 0.3842 2.4061
H 8.2722 2.0013 2.9164
H 7.3711 1.1364 4.1984
H 7.8692 2.8268 4.4415

---

17
Properties=species:S:1:pos:R:3 method="wB97M-V/def2-TZVPD" charge=0 gap_ev=8.85 max_force_ev_per_a=0.52 total_energy_ev=-8425.98921 homo_energy_ev=-7.9526 de_lowest_kcal_mol=121.1
C 0.4119 -0.3852 -1.8681
C -0.5330 -0.7289 -0.7356
O 0.0261 -1.7808 0.0536
C 0.1849 -1.0544 1.2419
C 0.8998 0.8576 1.1732
C -0.0445 1.6484 0.3306
C -0.6600 0.2926 0.3978
H 0.5778 -1.2859 -2.4678
H 1.3754 -0.0521 -1.4670
H -0.0038 0.3930 -2.5172
H -1.5195 -1.0157 -1.1247
H -0.5831 -1.2892 1.9935
H 1.1680 -1.2232 1.6691
H 0.5775 0.9583 2.2252
H 0.3326 1.9631 -0.6437
H -0.6673 2.4133 0.8018
H -1.6210 0.2929 0.9066

---

11
Properties=species:S:1:pos:R:3 method="wB97M-V/def2-TZVPD" charge=0 gap_ev="5.32 / 8.34" max_force_ev_per_a=4.60 total_energy_ev=-18787.94549 homo_energy_ev="-7.2717 / -8.3493" de_lowest_kcal_mol=91.2
C -2.6566 0.6340 0.3006
C -1.6254 -0.0412 -0.2218
C 2.3615 -0.6088 0.2479
O 2.8943 0.0488 -0.7017
F -1.2522 0.3526 -1.5602
S -0.7520 -1.4152 0.3488
H -3.0200 0.4523 1.2276
H -3.1441 1.3691 -0.2271
H 2.8290 0.9956 -0.8555
H 2.4144 -1.7455 0.2782
H 1.9511 -0.0417 1.1633

---

119
Properties=species:S:1:pos:R:3 method="wB97M-V/def2-TZVPD" charge=0 gap_ev=10.79 max_force_ev_per_a=5.36 total_energy_ev=-132195.50206 homo_energy_ev=-10.9628 smiles="CCOC(=O)C(F)(F)F.CCOC(=O)C(F)(F)F.CCOC(=O)C(F)(F)F.CCOC(=O)C(F)(F)F.CCOC(=O)C(F)(F)F.CCOC(=O)C(F)(F)F.C[N+](=O)[O-].C[N+](=O)[O-].C[N+](=O)[O-].C[N+](=O)[O-].C[N+](=O)[O-]" de_lowest_kcal_mol=125.7
C -18.1046 -40.0522 12.2172
N -16.7513 -39.6279 12.7391
O -15.6706 -40.0394 12.2316
O -16.7353 -38.8493 13.7161
H -18.7587 -39.2305 11.9254
H -18.5580 -40.5422 13.0788
H -18.1149 -40.7469 11.3773
C -13.8486 -39.4499 6.7430
N -13.8690 -40.9282 6.5739
O -12.9952 -41.4730 5.8947
O -14.8274 -41.5295 7.1194
H -13.0014 -39.1211 7.3449
H -14.7748 -39.0890 7.1902
H -13.8305 -39.0552 5.7271
C -0.7768 -35.5787 4.8560
N -1.2272 -36.9765 5.1877
O -1.5739 -37.7076 4.1732
O -1.2073 -37.2773 6.3800
H -0.2712 -35.5852 3.8904
H -0.1431 -35.4345 5.7310
H -1.5780 -34.8400 4.8814
C -12.9120 -31.2534 10.1862
N -12.9346 -32.7465 9.8485
O -11.9716 -33.3130 9.3293
O -14.0199 -33.2086 10.1842
H -12.6114 -31.1588 11.2297
H -13.9202 -30.8712 10.0262
H -12.1322 -30.8673 9.5298
C -7.4330 -40.9253 4.9643
N -7.4857 -39.4677 5.3057
O -8.5468 -38.8718 5.1058
O -6.5409 -39.0238 5.8913
H -8.3468 -41.1244 4.4045
H -7.4034 -41.5278 5.8722
H -6.5298 -41.0380 4.3645
C -0.9146 -39.1290 18.1475
C -0.2078 -38.9144 19.4825
O -1.2263 -39.2333 20.4104
C -0.9318 -39.1267 21.7873
O 0.1649 -38.7121 22.1939
C -2.1329 -39.3968 22.7501
F -3.3227 -39.4407 22.1358
F -1.7288 -40.4953 23.3578
F -2.1794 -38.4037 23.6191
H -0.2019 -38.9297 17.3472
H -1.7431 -38.4400 17.9833
H -1.3780 -40.1147 18.1063
H 0.0789 -37.8689 19.5959
H 0.6564 -39.5607 19.6362
C -6.6230 -21.2464 12.6676
C -7.4983 -22.5337 12.9240
O -6.8330 -23.6691 12.3462
C -5.8104 -24.2989 13.0006
O -5.3902 -24.0630 14.1316
C -5.0427 -25.3176 12.1329
F -5.5792 -25.4216 10.9000
F -3.8016 -24.8534 11.8481
F -4.8059 -26.4703 12.6900
H -6.8543 -20.3837 13.2924
H -6.4743 -21.0090 11.6142
H -5.6064 -21.5651 12.8978
H -8.4593 -22.3980 12.4279
H -7.7712 -22.5826 13.9782
C -4.7440 -34.5306 11.5647
C -5.1081 -36.0182 11.5590
O -6.5499 -36.1576 11.7064
C -7.1670 -36.2761 12.9382
O -6.5043 -36.3330 14.0067
C -8.7291 -36.5678 12.8507
F -9.3898 -35.4220 12.8684
F -9.0168 -37.1382 11.6785
F -9.1433 -37.3138 13.8585
H -5.3357 -33.9324 10.8718
H -3.6889 -34.4744 11.2970
H -4.9619 -33.9979 12.4903
H -4.6545 -36.5577 12.3905
H -4.8517 -36.4517 10.5923
C -15.0384 -41.9668 18.2475
C -15.4418 -40.5419 18.6985
O -16.7923 -40.4323 18.4063
C -17.5636 -39.4714 18.9570
O -17.1088 -38.5868 19.7478
C -19.0332 -39.4825 18.3924
F -19.3838 -38.3170 17.7307
F -19.1995 -40.5184 17.5639
F -19.7780 -39.4862 19.4511
H -13.9610 -42.1314 18.2558
H -15.4000 -42.1788 17.2413
H -15.5179 -42.6586 18.9400
H -14.8029 -39.8429 18.1589
H -15.2747 -40.4121 19.7677
C 6.9750 -31.5002 11.4089
C 5.5910 -31.7953 10.8856
O 5.1698 -33.1349 10.9116
C 3.8959 -33.5105 10.5406
O 3.0514 -32.7560 10.1172
C 3.6256 -35.0193 10.8322
F 4.5614 -35.5893 11.6466
F 2.4208 -35.2831 11.3939
F 3.6857 -35.7413 9.6982
H 7.3183 -30.4966 11.1579
H 7.7022 -32.2327 11.0585
H 7.0726 -31.6019 12.4897
H 5.4660 -31.5411 9.8330
H 4.9288 -31.1782 11.4927
C 0.1736 -30.2322 16.1734
C -0.7096 -29.2465 16.8719
O -1.9981 -29.8718 17.0240
C -2.7948 -29.6157 18.1290
O -2.6219 -28.7261 19.0098
C -4.1336 -30.3884 17.9673
F -4.1154 -30.9776 16.7712
F -4.2373 -31.2582 18.9424
F -5.1632 -29.5276 17.9891
H 1.2302 -30.2976 16.4332
H 0.0508 -30.1443 15.0939
H -0.2593 -31.1794 16.4950
H -0.6174 -28.3094 16.3230
H -0.2222 -29.0829 17.8331

---

84
Properties=species:S:1:pos:R:3 method="wB97M-V/def2-TZVPD" charge=+1 gap_ev="3.43 / 3.39" max_force_ev_per_a=3.05 total_energy_ev=-120226.15906 homo_energy_ev="-8.7900 / -8.7909" de_lowest_kcal_mol=68.8
Ir 0.8841 0.2472 0.2819
C 1.5263 -0.8836 3.3698
C 0.3854 0.0786 3.4477
C 0.0118 0.6750 4.6501
C -1.0315 1.5846 4.6644
C -1.7397 1.8128 3.4915
C -1.3331 1.1509 2.3515
N -0.2805 0.3394 2.3208
Sb -2.4973 1.3036 0.5085
C -2.0617 -0.8409 0.1433
C -3.1380 -1.7077 0.2412
C -2.8889 -3.0717 0.2741
C -1.5763 -3.5098 0.2483
C -0.5487 -2.5785 0.1528
C 0.8887 -2.9718 0.1959
N -0.8083 -1.2719 0.0812
C -0.1740 1.6966 -2.0609
C -0.6234 2.3362 -3.2043
C -0.2619 1.7879 -4.4250
C 0.5496 0.6651 -4.4431
C 0.9727 0.0944 -3.2437
C 1.8765 -1.0908 -3.2136
N 0.5863 0.6007 -2.0733
H 2.3454 -0.5582 4.0072
H 1.8805 -0.9522 2.3347
H 1.2116 -1.8752 3.6958
H 0.5491 0.4378 5.5573
H -1.3043 2.1003 5.5700
H -2.5747 2.4993 3.4624
H -4.1463 -1.3189 0.2937
H -3.7013 -3.7765 0.3632
H -1.3409 -4.5610 0.2971
H 1.1422 -3.6355 -0.6271
H 1.1127 -3.4900 1.1292
H 1.5136 -2.0638 0.1319
H -1.2110 3.2372 -3.1266
H -0.5944 2.2400 -5.3482
H 0.8696 0.2284 -5.3765
H 2.3372 -1.2565 -4.1824
H 1.3067 -1.9768 -2.9392
H 2.6539 -0.9502 -2.4648
S 7.0362 -1.6242 -1.3690
C 5.9786 -0.5145 -0.7829
S 4.4542 -0.9062 0.0255
C 4.1242 0.8562 0.1485
N 5.0669 1.5537 -0.3670
N 6.0770 0.8326 -0.8596
C 7.1269 1.5745 -1.4550
C 6.7539 2.6530 -2.2491
C 7.7226 3.4856 -2.7752
C 9.0611 3.2402 -2.5099
C 9.4264 2.1484 -1.7385
C 8.4650 1.3052 -1.2060
S 2.7780 1.5366 0.9283
H 5.7046 2.8261 -2.4337
H 7.4278 4.3259 -3.3871
H 9.8188 3.9020 -2.9031
H 10.4698 1.9574 -1.5365
H 8.7560 0.4628 -0.5993
S -2.7191 5.3761 2.0248
P -3.0181 4.3639 0.3702
S -0.4445 2.3766 -0.4541
C -2.3991 5.2632 -1.1052
C -1.1434 5.8549 -1.0089
C -0.5963 6.4947 -2.1060
C -1.2933 6.5342 -3.3042
C -2.5464 5.9494 -3.3978
C -3.1025 5.3072 -2.3040
C -4.7917 4.0739 0.0362
C -5.7782 4.7314 0.7587
C -7.1096 4.4795 0.4768
C -7.4615 3.5627 -0.4995
C -6.4765 2.8841 -1.2004
C -5.1457 3.1318 -0.9263
H -0.6150 5.8205 -0.0665
H 0.3727 6.9653 -2.0308
H -0.8616 7.0234 -4.1648
H -3.0975 5.9966 -4.3262
H -4.0861 4.8688 -2.3841
H -5.5052 5.4416 1.5262
H -7.8780 4.9997 1.0258
H -8.5023 3.3740 -0.7114
H -6.7429 2.1601 -1.9554
H -4.3704 2.6015 -1.4712

---

19
Properties=species:S:1:pos:R:3 method="wB97M-V/def2-TZVPD" charge=+4 spin_multiplicity=5 gap_ev=4.92 max_force_ev_per_a=11.93 total_energy_ev=-69901.81115 homo_energy_ev=-22.3534
Ho -4.0326 -2.1518 -5.5285
In -0.1481 0.0985 0.1063
Cl -5.4011 -3.0075 -3.8062
Cl 0.4465 2.1518 -0.8554
C 2.0989 -0.0428 0.7389
C -5.2077 -3.3674 -7.0799
C -2.9729 -1.7015 -7.4188
O 3.2158 -0.0367 1.0836
O -5.8653 -4.0319 -7.7842
O -2.3049 -1.3751 -8.3253
C 2.1619 2.1631 5.0558
C 2.6719 1.0192 4.1668
C 1.7918 0.8676 3.0673
N 1.0380 0.7600 2.1955
H 2.1485 3.0944 4.4759
H 2.8168 2.2933 5.9243
H 1.1490 1.9255 5.4040
H 3.6901 1.2479 3.8299
H 2.7033 0.0934 4.7500